[1]
The following is a DFT calculation (wB97M-V/def2-TZVPD) of a molecular structure, C12HCl4F2O7V in a non-equilibrium geometry.

Structure (ORCA input):
```
! wB97M-V def2-TZVPD RIJCOSX def2/J DEFGRID3
* xyz -1 2
V -1.118 0.483 0.097
Cl 3.165 -1.231 -4.776
C 1.839 -1.206 -3.670
C 0.944 -2.273 -3.633
Cl 1.156 -3.619 -4.692
C -0.130 -2.264 -2.738
Cl -1.262 -3.550 -2.663
C -0.275 -1.185 -1.880
O -1.253 -1.032 -0.999
C 0.618 -0.096 -1.927
O 0.314 0.864 -1.074
C 1.677 -0.108 -2.822
Cl 2.752 1.235 -2.858
O 1.877 1.856 5.177
C 1.255 1.589 4.189
C 0.941 0.173 3.675
O 1.248 -0.861 4.217
C 0.176 0.407 2.452
C 0.011 1.752 2.183
O -0.668 2.050 1.120
C 0.647 2.595 3.197
O 0.690 3.797 3.294
O -0.387 -0.441 1.627
F -4.000 -0.016 -0.512
C -3.192 0.247 0.571
F -3.690 1.397 1.155
H -3.336 -0.565 1.293
*
```

Computed properties:
HOMO energy (spin up / spin down) in eV: -6.00 / -6.01
Orbital gap (spin up / spin down) in eV: 7.01 / 7.71

Atomic partial charges in e from the Mulliken method, atoms 1 to 6: 0.38 -0.21 0.20 0.35 -0.21 -0.13

***

[2]
The following is a DFT calculation (wB97M-V/def2-TZVPD) of a molecular structure, C13H10BrNO2RuS in a non-equilibrium geometry.

Structure (ORCA input):
```
! wB97M-V def2-TZVPD RIJCOSX def2/J DEFGRID3
* xyz 2 5
Ru 0.218 -0.264 1.146
O 3.239 -2.574 0.150
C 2.061 -2.417 0.205
O 1.431 -1.693 1.132
C 1.129 -3.107 -0.786
C 1.672 -4.158 -1.484
C 0.894 -4.896 -2.392
C -0.450 -4.582 -2.591
C -1.003 -3.515 -1.931
C -0.220 -2.742 -1.024
S -1.056 -1.367 -0.428
H 2.712 -4.408 -1.320
H 1.350 -5.712 -2.937
H -1.058 -5.164 -3.269
H -2.039 -3.242 -2.089
C -0.378 5.090 -0.217
C -0.560 3.975 0.757
C -0.918 4.193 2.090
C -1.051 3.135 2.987
C -0.805 1.881 2.505
Br -0.794 0.252 3.544
N -0.485 1.628 1.226
C -0.366 2.653 0.366
H -0.629 6.051 0.226
H -0.992 4.950 -1.108
H 0.659 5.133 -0.556
H -1.098 5.202 2.439
H -1.335 3.291 4.019
H -0.127 2.407 -0.661
*
```

Computed properties:
HOMO energy (spin up / spin down) in eV: -16.03 / -16.65
Orbital gap (spin up / spin down) in eV: 7.04 / 6.54

Atomic partial charges in e from the Mulliken method, atoms 1 to 6: 0.61 -0.41 0.65 -0.59 0.64 -0.51

***

[3]
The following is a DFT calculation (wB97M-V/def2-TZVPD) of a molecular structure, C13H10Cl3GeN3O2Pm in a non-equilibrium geometry.

Structure (ORCA input):
```
! wB97M-V def2-TZVPD RIJCOSX def2/J DEFGRID3
* xyz 2 6
Pm -1.522 -0.861 0.531
O -1.280 3.845 -0.835
C 0.034 3.861 -0.435
C 0.635 5.002 0.050
C 2.031 5.060 0.124
C 2.829 4.119 -0.435
C 2.230 2.871 -0.744
C 0.873 2.701 -0.589
C 0.288 1.330 -0.604
O -0.919 1.215 -0.102
N 1.085 0.299 -0.872
N 0.384 -0.865 -0.886
C 0.923 -2.066 -0.685
C 0.028 -3.203 -0.651
C 0.506 -4.547 -0.583
C -0.419 -5.595 -0.426
C -1.787 -5.338 -0.461
C -2.186 -4.035 -0.628
N -1.321 -2.976 -0.612
H -1.686 4.723 -0.779
H -0.010 5.843 0.299
H 2.505 5.905 0.574
H 3.893 4.205 -0.470
H 2.773 1.979 -1.033
H 1.983 -2.258 -0.586
H 1.567 -4.790 -0.747
H -0.054 -6.619 -0.335
H -2.553 -6.143 -0.479
H -3.242 -3.816 -0.822
Cl -0.186 -1.140 2.799
Ge -1.452 0.963 3.365
Cl -2.529 -0.046 5.142
Cl -3.421 0.375 1.912
*
```

Computed properties:
HOMO energy (spin up / spin down) in eV: -15.14 / -15.11
Orbital gap (spin up / spin down) in eV: 7.46 / 4.84

Atomic partial charges in e from the Mulliken method, atoms 1 to 6: 1.29 -0.32 0.80 -0.61 -0.47 -0.59

***

[4]
The following is a DFT calculation (wB97M-V/def2-TZVPD) of 2 unconnected molecules or ions with the total composition C13H10Cl4FO6 in a non-equilibrium geometry.

Structure (ORCA input):
```
! wB97M-V def2-TZVPD RIJCOSX def2/J DEFGRID3
* xyz -1 1
Cl 2.270 -3.187 4.683
C 1.681 -2.082 3.517
C 2.553 -1.220 2.876
Cl 4.208 -1.187 3.254
C 2.093 -0.140 1.991
O 2.858 0.676 1.486
C 0.554 0.072 1.934
O 0.104 1.204 1.838
C -0.231 -1.119 2.300
Cl -1.892 -1.105 1.926
C 0.273 -2.034 3.224
Cl -0.783 -2.953 4.208
C -2.605 -3.366 -2.287
C -1.197 -2.831 -2.210
O -1.213 -1.701 -1.298
C -0.090 -0.954 -1.255
C -0.396 0.411 -0.777
F -1.693 0.733 -0.781
C 0.508 1.560 -1.017
O 1.637 1.427 -1.441
O -0.145 2.713 -0.778
C 0.566 3.913 -1.184
C -0.371 5.076 -0.979
O 1.029 -1.309 -1.572
H -2.602 -4.303 -2.846
H -3.034 -3.549 -1.295
H -3.238 -2.672 -2.849
H -0.503 -3.599 -1.841
H -0.865 -2.483 -3.201
H 1.471 4.031 -0.570
H 0.854 3.832 -2.244
H 0.142 6.004 -1.234
H -1.240 5.002 -1.642
H -0.702 5.141 0.062
*
```

Computed properties:
HOMO energy in eV: -3.01
Orbital gap in eV: 3.82

Atomic partial charges in e from the Mulliken method, atoms 1 to 6: -0.18 0.41 0.03 -0.17 0.39 -0.59